Arrangement A

Below is the molecule C7H15N, with properties calculated with ωB97M-V with the def2-TZVPD basis set.

The geometry in XYZ format:
```
23
Properties=species:S:1:pos:R:3
C 0.44626 0.50501 0.59113
C 1.81931 -0.44967 1.14106
C 0.88470 1.56773 -0.40010
C -2.57627 -0.85834 -1.22792
C 2.69332 -0.99647 0.03101
N -0.39092 -0.49424 0.12631
C -1.90837 -0.05848 -0.15007
C -2.56348 0.79955 0.62385
H -0.02694 -1.18171 -0.51551
H 0.03765 0.96026 1.49989
H 2.36429 0.26394 1.75884
H 1.43189 -1.24220 1.78049
H 1.20896 1.11818 -1.33564
H 0.05704 2.24612 -0.59783
H 1.70776 2.14554 0.01885
H -2.13341 -0.63526 -2.20024
H -2.46035 -1.92943 -1.04964
H -3.64567 -0.64670 -1.27358
H -3.64181 0.87370 0.59173
H -2.08107 1.43228 1.35160
H 3.52422 -1.57508 0.44106
H 3.11928 -0.19347 -0.56893
H 2.13360 -1.65126 -0.63635
```

Results
HOMO, eV: -8.15
E_LUMO, Eh: 0.03866
SMILES: C=C(C)N[C@H](C)CC

Here are the natural (NBO) charges for atoms 1 to 6, given in e: -0.01, -0.38, -0.64, -0.66, -0.62, -0.66



Arrangement B

Below is the molecule C7H15N, with properties calculated with ωB97M-V with the def2-TZVPD basis set.

The geometry in XYZ format:
```
23
Properties=species:S:1:pos:R:3
C 1.10422 1.51262 1.95428
C 1.40803 0.39174 0.95738
C 0.77780 0.60938 -0.42245
C -0.72419 0.30497 -0.40224
C -0.99958 -1.14672 -0.65319
C -1.81623 -1.55649 -1.60800
C -2.06332 -3.00982 -1.89951
N 2.09618 2.58446 1.78636
H 0.09316 1.91462 1.80562
H 1.17276 1.11942 2.96578
H 1.09548 -0.58646 1.33230
H 2.50062 0.39920 0.92401
H 1.31760 -0.03583 -1.11418
H 0.95990 1.62648 -0.78034
H -1.28524 0.87288 -1.13908
H -1.11013 0.56897 0.58210
H -0.57590 -1.82911 0.06897
H -2.28948 -0.86910 -2.29739
H -3.09910 -3.27059 -1.65450
H -1.87647 -3.33832 -2.92041
H -1.46308 -3.67589 -1.26541
H 2.03692 3.23775 2.56700
H 1.92154 3.08900 0.92769
```

Results
HOMO, eV: -9.16
E_LUMO, Eh: 0.04281
SMILES: C/C=C/CCCCN

Here are the natural (NBO) charges for atoms 1 to 6, given in e: -0.22, -0.41, -0.40, -0.43, -0.18, -0.19



Which structure is the least stable? The one labeled arrangement A.



Arrangement A

Below is the molecule C7H15N, with properties calculated with ωB97M-V with the def2-TZVPD basis set.

The geometry in XYZ format:
```
23
Properties=species:S:1:pos:R:3
C 1.67360 -0.06836 1.05038
N 1.14364 1.11964 0.36213
C -3.34157 -0.34722 0.62784
C -2.65452 0.62111 -0.40188
C -1.24550 0.17926 -0.73317
C -0.29862 1.23276 0.18188
C 1.99496 -1.37237 0.08957
C 2.62832 -0.85649 -1.16015
H 1.08715 -0.50410 1.84187
H 2.63937 0.28076 1.47769
H 1.10206 -1.93780 -0.07679
H -3.69913 -1.37337 0.46148
H -2.33249 -0.24960 0.97973
H -3.18918 0.85699 -1.28836
H -0.88629 0.25010 -1.78245
H -0.79038 -0.77187 -0.37150
H -0.71092 1.30565 1.19989
H -0.48858 2.15220 -0.40902
H -4.13074 -0.04611 1.37870
H 2.73542 -2.04577 0.60415
H 3.66353 -0.83900 -1.06569
H 2.23497 -1.42592 -2.01780
H 2.21976 0.17826 -1.39365
```

Results
HOMO, eV: -7.18
E_LUMO, Eh: -0.07932

Here are the natural (NBO) charges for atoms 1 to 6, given in e: -0.28, -0.34, -0.70, -0.10, -0.47, -0.25



Arrangement B

Below is a cluster of 2 separate species, C7H15N in total, with properties calculated with ωB97M-V with the def2-TZVPD basis set.

The geometry in XYZ format:
```
23
Properties=species:S:1:pos:R:3
C 1.17620 1.09799 0.54440
C 0.88170 0.64812 -0.90732
C 0.80267 -0.83210 -1.12052
C -0.39049 -1.80583 -0.13014
C -1.53661 -1.10508 -0.46513
C -2.04598 0.16598 -0.46256
C -2.44097 0.95600 0.59310
N 2.51273 0.73579 0.95533
H 0.33882 0.74760 1.15467
H 1.13743 2.18289 0.41582
H -0.03466 1.18216 -1.15506
H 1.65133 1.02351 -1.59034
H 0.23401 -0.99524 -2.03719
H 1.69877 -1.43673 -1.04798
H -0.24464 -2.76663 -0.61960
H 0.16255 -1.65084 0.80149
H -0.02368 -0.92026 2.87195
H -2.29867 0.58962 -1.43543
H -2.86437 0.54015 1.50070
H -2.82096 1.93906 0.33353
H 0.68034 -1.11045 2.72397
H 2.81914 1.21848 1.78823
H 2.72044 -0.24322 1.08591
```

Results
HOMO, eV: -6.87
E_LUMO, Eh: -0.01142

Here are the natural (NBO) charges for atoms 1 to 6, given in e: -0.22, -0.44, -0.30, -0.53, 0.13, -0.36



Arrangement C

Below is a structure of composition C7H15N, with properties calculated with ωB97M-V with the def2-TZVPD basis set.

The geometry in XYZ format:
```
23
Properties=species:S:1:pos:R:3
C 1.73267 -0.53079 0.70593
C 1.34095 0.81500 1.30123
C 0.70404 1.75992 0.26824
C -0.45282 1.10489 -0.51881
C -1.47496 0.58389 0.41793
C -2.16747 -0.53231 0.46774
C -2.63243 -1.41118 -0.63993
N 2.54668 -0.47340 -0.50694
H 0.88976 -1.18901 0.50541
H 2.34640 -1.03982 1.45622
H 0.55608 0.72189 2.05075
H 2.23017 1.30300 1.69248
H 0.20897 2.59858 0.75990
H 1.41013 2.19689 -0.40059
H -0.90437 1.86369 -1.15918
H -0.07978 0.30934 -1.16969
H -1.00741 -2.19682 -1.95356
H -2.66410 -0.82475 1.39472
H -3.20593 -0.89839 -1.40101
H -3.18486 -2.24324 -0.21720
H -1.53872 -1.85564 -1.34363
H 1.98910 -0.18186 -1.28726
H 3.35790 0.12011 -0.42275
```

Results
HOMO, eV: -7.01
E_LUMO, Eh: -0.05648

Here are the natural (NBO) charges for atoms 1 to 6, given in e: -0.23, -0.43, -0.38, -0.52, 0.12, -0.39



Which structure is the least stable? The one labeled arrangement A.



Arrangement A

Below is a structure of composition C4H8N4, with properties calculated with ωB97M-V with the def2-TZVPD basis set.

The geometry in XYZ format:
```
16
Properties=species:S:1:pos:R:3
C -1.11396 0.54313 0.42545
C 1.20059 -0.10360 0.14276
C 0.84934 -1.19640 -0.82251
C 0.14256 0.90282 -0.58564
H -2.63857 1.57951 -0.38202
H -1.55114 -0.47130 1.84224
H 1.17326 0.32961 2.05304
H 2.20919 0.18959 0.34400
H 0.41760 -1.96767 -0.28260
H 1.74917 -1.50824 -1.45372
H -0.46331 -0.47460 -2.19390
H -0.02566 2.11779 -0.80059
N -2.34286 0.78986 0.30612
N -0.61814 -0.12529 1.41747
N 0.77417 -0.38141 1.49105
N 0.23777 -0.22380 -1.50115
```

Results
HOMO, eV: -8.09
E_LUMO, Eh: 0.03416

Here are the natural (NBO) charges for atoms 1 to 6, given in e: 0.42, -0.03, -0.23, -0.13, 0.36, 0.42



Arrangement B

Below is a cluster of 3 separate species, C4H8N4 in total, with properties calculated with ωB97M-V with the def2-TZVPD basis set.

The geometry in XYZ format:
```
16
Properties=species:S:1:pos:R:3
N -0.04022 0.62417 -0.60084
C 0.20872 0.13220 0.52862
N 0.55871 0.18415 -1.72953
C -1.87652 -0.79546 -0.24696
C 0.33911 -0.26465 1.76336
C -2.98958 -0.44044 0.33289
N 2.48875 1.16576 0.41984
N 3.03071 0.70350 -0.53194
H 1.54756 -0.07912 -1.60438
H 0.43631 0.87388 -2.45815
H 4.08425 0.83476 -0.58002
H -1.61282 -1.49905 -1.02624
H -0.29374 -1.05007 2.15301
H 1.09404 0.18521 2.39451
H -3.94278 -0.93282 0.11498
H -3.03250 0.35797 1.07086
```

Results
HOMO (alpha / beta), eV: -8.30 / -6.91
E_LUMO (alpha / beta), Eh: 0.02226 / -0.00292

Here are the natural (NBO) charges for atoms 1 to 6, given in e: -0.26, 0.36, -0.64, -0.12, -0.58, -0.53



Which structure is the least stable? The one labeled arrangement B.



Arrangement A

Below is a cluster of 2 separate species, C4H8N4 in total, with properties calculated with ωB97M-V with the def2-TZVPD basis set.

The geometry in XYZ format:
```
16
Properties=species:S:1:pos:R:3
C -0.17748 1.02469 0.68358
C 0.01708 1.62290 -0.51207
C -0.42104 -1.44453 1.23231
C 0.24374 -2.03080 0.00801
N -1.12505 -1.68220 2.18805
N 0.67829 1.98901 1.35789
N 0.90384 2.62488 0.08740
N -0.44943 1.89035 -1.78402
H 1.21531 -2.04735 0.30216
H -0.05187 -1.36918 -0.87702
H -0.05112 -3.13227 -0.13898
H -1.40685 -2.46100 2.68086
H 1.56759 1.61506 1.81786
H 0.58517 3.57670 -0.17292
H -0.26648 2.75085 -2.26927
H -0.62118 1.12944 -2.37890
```

Results
HOMO (alpha / beta), eV: -6.75 / -6.76
E_LUMO (alpha / beta), Eh: 0.01258 / 0.01261

Here are the natural (NBO) charges for atoms 1 to 6, given in e: -0.09, 0.14, 0.52, -0.71, -0.63, -0.49



Arrangement B

Below is the molecule C4H8N4, with properties calculated with ωB97M-V with the def2-TZVPD basis set.

The geometry in XYZ format:
```
16
Properties=species:S:1:pos:R:3
C 0.71904 0.35889 1.21435
C 0.82594 -0.66240 0.12683
C 2.22171 -0.76845 -0.65889
C -2.67606 0.42528 0.07855
N 0.05805 -1.89706 0.28445
N -1.12746 -1.53443 0.22673
N -0.01306 0.53656 -0.01339
N -1.37984 -0.27713 -0.00172
H 0.19330 0.19667 2.14501
H 1.55488 1.01319 1.23926
H 2.15594 0.01077 -1.43521
H 2.16356 -1.87539 -1.05063
H 3.10310 -0.67259 0.05839
H -3.48736 -0.33458 -0.10834
H -2.56036 0.98183 1.04930
H -2.51228 1.17517 -0.68948
```

Results
HOMO, eV: -8.55
E_LUMO, Eh: 0.03700
SMILES: CN1N=N[C@]2(C)CN12

Here are the natural (NBO) charges for atoms 1 to 6, given in e: -0.29, 0.16, -0.63, -0.42, -0.24, 0.03



Which structure is the least stable? The one labeled arrangement A.



Arrangement A

Below is the molecule C4H8N4, with properties calculated with ωB97M-V with the def2-TZVPD basis set.

The geometry in XYZ format:
```
16
Properties=species:S:1:pos:R:3
C 1.39834 -0.09665 0.03950
C 0.53181 -1.19248 0.02062
C -0.78935 -0.62040 -0.06850
C -0.69613 0.77062 -0.09104
H 3.29199 -0.37851 0.70380
H 3.25000 0.20755 -0.96323
H 0.91483 -2.17221 -0.04177
H -2.15879 -1.89796 0.73563
H -2.13351 -1.84191 -0.87602
H -1.67174 2.29524 0.82587
H -2.60506 1.14753 -0.04478
H 1.03952 1.98418 -0.03341
N 2.76197 0.18033 0.00894
N -2.00259 -1.25652 -0.02993
N -1.73769 1.77327 -0.05874
N 0.60641 1.09791 -0.12695
```

Results
HOMO, eV: -7.08
E_LUMO, Eh: 0.03595
SMILES: Nc1cc(N)c(N)[nH]1

Here are the natural (NBO) charges for atoms 1 to 6, given in e: 0.26, -0.34, -0.01, 0.30, 0.38, 0.38



Arrangement B

Below is the molecule C4H8N4, with properties calculated with ωB97M-V with the def2-TZVPD basis set.

The geometry in XYZ format:
```
16
Properties=species:S:1:pos:R:3
C 1.95395 0.42448 -0.11435
C 2.88513 -0.59179 0.08325
C 0.00115 -0.80039 -0.00082
C -2.29668 -0.47977 0.40820
H -0.86188 1.03439 -0.67705
H -0.81496 2.13225 0.97712
H 2.05713 1.35229 -0.99425
H 2.36617 -1.60920 0.46405
H 3.91496 -0.58237 -0.40871
H 0.78503 -1.47055 -0.44312
H -2.66936 -0.72396 1.55621
H -3.10783 0.35210 -1.23542
N -0.33916 1.61253 0.08004
N 0.63146 0.42229 0.59165
N -1.19153 -1.19097 -0.06783
N -3.31358 0.11867 -0.21897
```

Results
HOMO, eV: -9.55
E_LUMO, Eh: 0.02191
SMILES: [H]/N=C\N=C/N(N)C=C

Here are the natural (NBO) charges for atoms 1 to 6, given in e: -0.04, -0.49, 0.29, 0.23, 0.38, 0.42



Which structure is the least stable? The one labeled arrangement B.